Computed, not measured: a structure of composition C31H21BrF4NO2PSV, with the ωB97M-V functional and the def2-TZVPD basis.

XYZ file:
```
63
Properties=species:S:1:pos:R:3:lowdin_spin:R:1
V -0.78 -0.64 0.64 2.609
C -2.27 3.25 1.68 0.003
C -2.34 1.77 1.41 0.036
O -1.31 1.26 0.93 0.035
C -3.55 1.03 1.68 0.006
C -4.72 1.73 2.03 0.006
C -5.91 1.10 2.25 0.003
C -5.96 -0.31 2.13 0.008
C -4.85 -1.03 1.80 0.000
C -3.59 -0.40 1.57 0.012
O -2.58 -1.14 1.30 0.029
H -1.23 3.57 1.60 0.000
H -2.66 3.50 2.67 0.001
H -2.87 3.80 0.94 0.002
H -4.69 2.81 2.12 0.000
H -6.80 1.66 2.51 0.000
H -6.90 -0.82 2.30 0.000
H -4.87 -2.10 1.72 0.000
F -0.73 1.40 -6.22 0.000
C -0.32 1.16 -4.99 0.001
C 0.84 1.74 -4.51 0.000
F 1.55 2.54 -5.29 0.000
C 1.25 1.48 -3.21 0.000
F 2.36 2.11 -2.81 0.000
C 0.55 0.63 -2.36 0.005
P 1.12 0.19 -0.64 0.074
C 1.83 1.77 -0.07 0.008
C 1.12 2.96 -0.26 0.001
C 1.61 4.15 0.24 0.000
C 2.79 4.17 0.97 0.001
C 3.49 2.98 1.18 0.000
C 3.01 1.79 0.66 0.001
C 2.57 -0.89 -0.90 0.010
C 2.83 -1.79 0.13 0.003
C 3.92 -2.65 0.07 0.000
C 4.75 -2.64 -1.03 0.000
C 4.50 -1.75 -2.07 0.000
C 3.43 -0.88 -2.01 0.001
C -0.65 0.11 -2.85 0.009
Br -1.87 -0.86 -1.76 0.028
C -1.07 0.35 -4.15 0.001
F -2.21 -0.15 -4.61 0.000
H 0.19 2.95 -0.81 0.000
H 1.06 5.07 0.08 0.000
H 3.17 5.10 1.36 0.000
H 4.41 2.99 1.75 0.000
H 3.56 0.87 0.83 0.000
H 2.19 -1.79 1.01 0.002
H 4.10 -3.33 0.89 0.000
H 5.59 -3.32 -1.08 0.000
H 5.15 -1.74 -2.94 0.000
H 3.27 -0.21 -2.83 0.000
S 0.29 -1.07 2.76 0.022
C 0.04 -2.65 2.08 0.032
C 0.17 -3.87 2.77 0.001
C -0.02 -5.05 2.08 0.019
C -0.35 -5.02 0.73 0.000
C -0.50 -3.79 0.12 0.015
N -0.31 -2.64 0.77 0.011
H 0.42 -3.85 3.82 -0.001
H 0.08 -5.99 2.59 0.001
H -0.50 -5.93 0.16 0.000
H -0.77 -3.71 -0.92 0.001
```

The spin multiplicity is 4. Its HOMO energy (spin up / spin down) is -6.6619 / -7.4881 eV. The value obtained for the lowest unoccupied orbital energy (spin up / spin down) is 0.05 / 0.01 eV.

***

Computed, not measured: an isolated molecule of HNO2, with the ωB97M-V functional and the def2-TZVPD basis.

XYZ file:
```
4
Properties=species:S:1:pos:R:3:mulliken_charge:R:1
O 0.81 0.52 0.49 -0.385
N -0.34 0.25 0.35 0.364
O -0.55 -0.63 -0.67 -0.313
H 0.35 -0.84 -0.98 0.334
```

The spin multiplicity is 1. Its HOMO energy is -11.0486 eV. The value obtained for the lowest unoccupied orbital energy is 0.10 eV. The SMILES is O=NO.

***

Computed, not measured: an isolated molecule of C6H10N2, with the ωB97M-V functional and the def2-TZVPD basis.

XYZ file:
```
18
Properties=species:S:1:pos:R:3:mulliken_charge:R:1
C 0.68 -3.15 -0.42 -0.976
C 1.27 -1.81 -0.98 -0.358
N 0.51 -0.65 -0.67 0.419
C 0.25 0.13 0.49 -0.595
N -0.52 1.07 -0.11 0.201
C -1.38 2.11 0.29 -0.229
C -0.52 2.94 1.24 -1.141
C -0.74 -0.21 -0.98 -0.495
H -0.28 -3.18 0.18 0.361
H 0.44 -3.76 -1.27 0.298
H 1.23 -3.68 0.43 0.307
H 2.34 -1.66 -0.64 0.286
H 1.44 -1.89 -2.10 0.314
H -2.34 1.74 0.95 0.229
H -1.66 2.70 -0.51 0.355
H 0.45 3.11 0.70 0.310
H -0.98 3.97 1.39 0.325
H -0.18 2.23 2.01 0.391
```

The spin multiplicity is 1. Its HOMO energy is -7.9693 eV. The value obtained for the lowest unoccupied orbital energy is 0.96 eV. The SMILES is CCn1c2n(CC)c1=2.

***

Computed, not measured: a structure of composition C6H6NO7S, with the ωB97M-V functional and the def2-TZVPD basis.

XYZ file:
```
21
Properties=species:S:1:pos:R:3:mulliken_charge:R:1
C 0.89 -0.18 0.08 -0.362
C 0.79 2.85 1.10 0.857
C -1.41 0.64 -0.50 0.673
C 1.90 0.80 -0.40 0.558
C -2.62 0.11 -1.27 -1.235
C -0.41 -0.40 -0.11 0.776
N -0.86 -1.76 -0.05 -0.617
O 0.55 3.86 0.62 -0.462
O 1.90 2.01 -0.35 -0.637
O 0.80 2.00 1.89 -0.479
O -1.22 1.83 -0.44 -0.570
O 2.81 0.07 -0.90 -0.626
O 1.27 -2.10 1.84 -0.666
O 1.97 -2.47 -0.65 -0.623
S 2.16 -1.43 0.35 0.550
H -3.11 1.07 -1.65 0.324
H -2.27 -0.53 -2.07 0.314
H -3.05 -0.69 -0.68 0.333
H 1.25 -1.43 2.51 0.286
H -1.30 -1.86 0.85 0.253
H -0.04 -2.39 -0.15 0.354
```

The spin multiplicity is 1. Its HOMO energy is -5.4711 eV. The value obtained for the lowest unoccupied orbital energy is 3.07 eV. The total charge is -1.

***

Computed, not measured: an isolated molecule of C4H8Br2Si, with the ωB97M-V functional and the def2-TZVPD basis.

XYZ file:
```
15
Properties=species:S:1:pos:R:3:mulliken_charge:R:1
C -1.12 0.31 -1.58 -0.993
Si -0.35 -0.12 0.07 0.804
C -1.50 0.09 1.67 -1.027
Br -0.11 -2.40 -0.13 -0.392
C 1.45 0.48 -0.21 -0.502
C 2.62 -0.35 -0.03 -0.282
Br 4.17 0.56 0.22 -0.127
H -1.23 -0.49 -2.27 0.325
H -2.20 0.64 -1.27 0.257
H -0.62 1.18 -2.06 0.283
H -2.49 0.06 1.26 0.321
H -1.43 -0.94 2.31 0.256
H -1.25 0.89 2.36 0.327
H 1.57 1.51 -0.36 0.437
H 2.49 -1.42 0.03 0.313
```

The spin multiplicity is 1. Its HOMO energy is -9.0574 eV. The value obtained for the lowest unoccupied orbital energy is 0.23 eV. The SMILES is C[Si](C)(Br)/C=C/Br.

***

Computed, not measured: a structure of composition CH4N2Si, with the ωB97M-V functional and the def2-TZVPD basis.

XYZ file:
```
8
Properties=species:S:1:pos:R:3:mulliken_charge:R:1
C 1.25 -0.20 0.03 -0.092
N 0.31 0.68 0.71 -0.363
N 0.29 0.50 -0.80 -0.340
Si -1.12 0.02 0.05 0.450
H 2.17 0.36 0.04 0.202
H 1.11 -1.22 0.27 0.294
H -1.73 -1.25 0.09 -0.094
H -2.28 1.12 -0.38 -0.057
```

The spin multiplicity is 1. Its HOMO energy is -9.0042 eV. The value obtained for the lowest unoccupied orbital energy is 0.58 eV.

***

Computed, not measured: a cluster of 13 separate species, H26O13 in total, with the ωB97M-V functional and the def2-TZVPD basis.

XYZ file:
```
39
Properties=species:S:1:pos:R:3:mulliken_charge:R:1
O 1.09 2.00 2.43 -0.643
H 1.29 1.27 3.01 0.311
H 0.24 1.78 1.97 0.368
O 1.83 0.17 -2.94 -0.669
H 1.08 0.70 -3.34 0.363
H 2.35 0.88 -2.50 0.289
O 0.07 -2.97 -1.18 -0.647
H 0.59 -2.95 -0.34 0.253
H -0.85 -3.07 -0.85 0.424
O 0.79 0.17 0.05 0.052
H 0.99 1.03 -0.41 -0.018
H 0.76 -0.38 -0.74 0.203
O -2.16 -2.45 0.03 -0.608
H -2.25 -1.49 0.20 0.269
H -2.48 -2.91 0.82 0.286
O -0.06 -2.10 1.88 -0.613
H 0.71 -2.25 2.44 0.258
H 0.05 -1.23 1.50 0.281
O 2.43 -0.75 2.30 -0.644
H 2.14 -0.33 1.48 0.324
H 3.39 -0.68 2.34 0.300
O -2.03 -0.53 3.11 -0.644
H -1.19 -1.00 3.07 0.350
H -1.99 0.21 3.72 0.304
O 0.18 2.65 -2.46 -0.650
H 0.93 2.91 -1.89 0.355
H -0.60 2.42 -1.94 0.307
O -1.33 1.81 1.01 -0.752
H -1.12 1.55 0.10 0.291
H -1.73 1.01 1.41 0.383
O 2.14 2.89 -0.40 -0.698
H 1.59 2.88 0.41 0.364
H 2.90 2.31 -0.16 0.317
O -1.94 0.74 -1.29 -0.643
H -2.51 1.30 -1.84 0.272
H -1.58 0.05 -1.88 0.379
O -1.29 -1.50 -3.06 -0.661
H -2.01 -2.11 -3.08 0.264
H -0.45 -2.00 -2.99 0.324
```

The spin multiplicity is 1. Its HOMO energy is -10.8860 eV. The value obtained for the lowest unoccupied orbital energy is 0.02 eV.

***

Computed, not measured: an isolated molecule of C2H4FNO2, with the ωB97M-V functional and the def2-TZVPD basis.

XYZ file:
```
10
Properties=species:S:1:pos:R:3:mulliken_charge:R:1
O -1.75 0.74 -0.66 -0.568
C -0.71 0.27 -0.26 0.387
C -0.42 0.13 1.21 -0.105
F 0.36 -0.96 1.49 -0.250
N 0.33 0.07 -1.16 -0.136
O 1.32 -0.85 -0.97 -0.375
H 0.17 1.04 1.50 0.168
H -1.33 0.05 1.79 0.250
H -0.09 -0.11 -2.10 0.288
H 2.12 -0.37 -0.84 0.340
```

The spin multiplicity is 1. Its HOMO energy is -10.1848 eV. The value obtained for the lowest unoccupied orbital energy is 0.65 eV. The SMILES is O=C(CF)NO.

***

Computed, not measured: a structure of composition C2H3DyLiO2, with the ωB97M-V functional and the def2-TZVPD basis.

XYZ file:
```
9
Properties=species:S:1:pos:R:3:lowdin_spin:R:1
H -2.07 -3.59 1.05 0.667
O -0.45 -3.46 1.95 -0.167
C 0.66 -4.02 1.73 0.003
C 1.87 -3.64 2.33 -0.330
O 2.98 -4.34 2.16 -0.064
Li 2.66 -6.06 1.52 0.025
Dy 5.24 -3.73 3.01 5.868
H 0.71 -4.83 0.96 0.008
H 1.89 -2.75 2.98 -0.011
```

The spin multiplicity is 7. Its HOMO energy (spin up / spin down) is -13.4868 / -15.1317 eV. The value obtained for the lowest unoccupied orbital energy (spin up / spin down) is -9.28 / -10.45 eV. The total charge is +2.

***

Computed, not measured: a structure of composition C48H44GeN7O4S2SbSc, with the ωB97M-V functional and the def2-TZVPD basis.

XYZ file:
```
108
Properties=species:S:1:pos:R:3:lowdin_spin:R:1
Sc 0.32 0.95 -0.30 0.075
N 0.65 -3.62 -1.10 0.000
C 0.77 -2.88 0.01 0.000
S 2.24 -2.90 0.90 0.000
N -0.26 -2.19 0.43 0.001
N -0.04 -1.61 1.70 0.000
C 1.54 -0.94 3.38 0.001
C 0.76 -2.13 3.96 0.000
C 0.03 -1.93 5.24 0.000
C 0.42 -2.53 6.37 0.000
C 1.57 -3.40 6.43 0.000
C 2.37 -3.58 5.37 0.000
C 2.12 -2.89 4.08 0.000
C 1.45 0.55 3.77 0.004
C 1.56 0.80 5.23 0.008
C 2.29 1.82 5.71 0.003
C 3.11 2.59 4.84 0.009
C 3.20 2.22 3.55 0.005
N 2.49 1.18 3.03 0.000
H 1.48 -3.96 -1.56 0.000
H -0.23 -3.57 -1.61 0.000
H -0.84 -1.30 5.20 0.000
H -0.15 -2.40 7.28 0.000
H 1.76 -3.92 7.36 0.000
H 3.22 -4.23 5.41 0.000
H 2.29 -3.57 3.25 0.000
H 0.96 0.17 5.87 0.001
H 2.29 2.04 6.77 0.000
H 3.69 3.42 5.22 0.001
H 3.88 2.70 2.85 0.003
C -1.88 3.58 -0.66 0.003
C -0.49 4.00 -1.01 0.021
C -0.18 5.33 -1.28 0.036
C 1.15 5.71 -1.44 0.040
C 2.13 4.76 -1.19 0.035
C 1.76 3.44 -0.94 0.150
N 0.47 3.06 -0.95 0.062
Sb 3.32 2.28 0.16 0.259
C 3.35 0.66 -1.29 0.024
C 4.57 0.15 -1.68 0.013
C 4.62 -0.86 -2.62 0.003
C 3.42 -1.28 -3.16 0.007
C 2.22 -0.71 -2.74 0.003
C 0.95 -1.16 -3.36 0.001
N 2.18 0.24 -1.79 0.014
C 2.84 0.62 1.73 0.110
C 3.97 -0.37 1.92 0.014
C 3.96 -1.36 2.82 0.010
C 2.88 -1.54 3.83 0.002
C 1.31 -1.03 1.90 0.002
C -0.22 -2.56 2.84 0.000
N 1.72 -0.06 1.12 0.007
H -2.63 4.07 -1.27 0.000
H -2.05 3.83 0.39 0.001
H -1.98 2.49 -0.74 0.000
H -0.97 6.06 -1.32 0.002
H 1.42 6.73 -1.67 0.002
H 3.18 5.02 -1.19 0.002
H 5.48 0.55 -1.24 0.006
H 5.55 -1.30 -2.94 0.000
H 3.40 -2.05 -3.93 0.000
H 1.12 -1.96 -4.08 0.000
H 0.44 -0.35 -3.86 0.000
H 0.27 -1.52 -2.59 0.001
H 4.78 -0.32 1.19 0.004
H 4.78 -2.06 2.86 0.001
H 3.19 -1.12 4.79 0.000
H -1.26 -2.54 3.17 0.000
H 0.03 -3.57 2.48 0.000
H -0.70 -0.80 1.75 0.000
O -1.25 2.93 2.68 0.002
S -0.35 1.94 2.18 0.004
O 0.08 1.03 3.40 0.000
O -0.98 0.96 1.29 0.000
O 0.83 2.47 1.52 0.038
C -3.39 -0.52 -0.09 0.000
Ge -1.80 -0.33 -1.34 0.003
C -2.14 -1.96 -2.51 0.002
C -2.30 -3.24 -1.98 0.000
C -2.46 -4.35 -2.79 0.000
C -2.47 -4.20 -4.17 0.000
C -2.32 -2.94 -4.72 0.000
C -2.15 -1.85 -3.90 0.000
C -2.49 1.00 -2.76 0.000
C -1.56 1.92 -3.17 0.001
C -1.88 3.03 -3.97 0.000
C -3.17 3.22 -4.37 0.001
C -4.16 2.27 -4.05 0.000
C -5.49 2.41 -4.51 0.000
C -6.42 1.46 -4.24 0.000
C -6.07 0.31 -3.53 0.000
C -4.80 0.15 -3.05 0.000
C -3.81 1.13 -3.27 0.000
H -4.23 0.08 -0.41 0.000
H -3.08 -0.17 0.89 0.000
H -3.73 -1.55 0.01 0.000
H -2.31 -3.36 -0.90 0.000
H -2.59 -5.33 -2.36 0.000
H -2.61 -5.06 -4.81 0.000
H -2.34 -2.81 -5.79 0.000
H -2.04 -0.86 -4.33 0.000
H -0.52 1.82 -2.83 0.001
H -1.10 3.74 -4.25 0.000
H -3.45 4.09 -4.95 0.000
H -5.74 3.30 -5.08 0.000
H -7.44 1.57 -4.60 0.000
H -6.81 -0.46 -3.36 0.000
H -4.51 -0.75 -2.53 0.000
```

The spin multiplicity is 2. Its HOMO energy (spin up / spin down) is -4.8025 / -7.6352 eV. The value obtained for the lowest unoccupied orbital energy (spin up / spin down) is 0.06 / -0.07 eV.

***

Going through the records in order, we get relative energy (zero: lowest compared OMol25 entry of this formula, charge and spin) values of 4.7 0.0 157.6 17.8 33.9 78.6 19.1 47.2 98.0 97.9 kcal per mole.